(1)
This record from the OMol25 dataset describes a structure of composition C8H9Cl3IrN4O3S2Si. The level of theory is the ωB97M-V functional and the def2-TZVPD basis.

Each line ends with the Mulliken charge.
Atoms and positions in Å:
1 Ir 0.9866 -0.3064 0.2040  0.888
2 N 2.6468 -0.5358 -0.9499  -0.498
3 N 3.5612 -1.4956 -0.4338  -0.324
4 C 3.1013 -2.4695 0.3898  0.829
5 N 3.9057 -3.4852 0.6583  -0.400
6 S 1.5601 -2.3727 1.1058  -0.420
7 H 2.3718 -0.8278 -1.8941  0.292
8 H 3.1107 0.3744 -1.0102  0.487
9 H 4.4155 -1.6120 -0.9615  0.272
10 H 4.8091 -3.5996 0.2271  0.214
11 H 3.6135 -4.1824 1.3247  0.213
12 O -2.1339 4.8742 -0.0475  -0.592
13 S -2.0260 3.6668 -0.7939  1.198
14 O -2.7197 3.4875 -2.0257  -0.578
15 N -0.4124 3.2871 -1.0377  -0.579
16 C -0.1155 2.2262 -0.3953  0.460
17 O 1.0300 1.5869 -0.4725  -0.741
18 C -1.1717 1.6070 0.4357  1.015
19 C -1.1060 0.4441 1.1842  -0.689
20 C -2.2683 -0.0692 1.7519  -0.392
21 C -3.4678 0.6160 1.5809  -0.553
22 C -3.5315 1.7981 0.8452  -0.621
23 C -2.3651 2.2657 0.2744  0.113
24 H -0.1574 -0.0218 1.6167  0.075
25 H -2.2387 -0.9754 2.3405  0.520
26 H -4.3670 0.2231 2.0350  0.427
27 H -4.4710 2.3189 0.7165  0.471
28 Cl 0.8386 -2.4991 -2.5979  -0.270
29 Si -0.3543 -1.4204 -1.2816  0.551
30 Cl -1.4458 -0.1468 -2.4046  -0.163
31 Cl -1.5986 -2.7563 -0.3846  -0.204

Its net charge is +1. The calculation puts the HOMO energy at -12.40 eV. For the energy relative to the best compared isomer or geometry (same formula, charge and spin), the calculation gives 0.0 kcal per mole. The calculation puts the HOMO-LUMO gap at 7.8 eV. As for the largest force on an atom: 0.39 eV/A. The value obtained for the LUMO energy is -4.6 eV.


(2)
This record from the OMol25 dataset describes a structure of composition C8H9CoI3O4RuS. The level of theory is the ωB97M-V functional and the def2-TZVPD basis.

Each line ends with the Mulliken charge.
Atoms and positions in Å:
1 I -2.8932 0.4028 -2.4309  0.777
2 I -2.2148 -1.1106 1.1763  0.617
3 Co -1.4313 1.5647 1.7339  0.097
4 Ru 0.9686 1.6871 0.4738  0.275
5 S -0.8260 0.2997 -0.4652  -0.279
6 C 2.7082 1.9269 -0.2008  0.311
7 C 0.7094 3.4476 0.9900  0.386
8 C 0.0379 -1.3485 -1.0624  0.899
9 C -0.9290 -2.4669 -1.3856  -1.339
10 C 1.1587 -1.6296 -0.0457  -1.016
11 C 0.6027 -1.0423 -2.4370  -1.230
12 C -1.7469 1.4223 3.4907  0.496
13 C 0.5986 1.0351 2.2043  0.513
14 O 0.4877 4.5386 1.3625  -0.154
15 O 3.7812 2.0719 -0.6478  -0.063
16 O -2.0057 1.4165 4.6245  0.000
17 O 0.8087 0.5476 3.2601  -0.198
18 H -0.3722 -3.2559 -1.9039  0.445
19 H -1.6959 -2.0884 -2.0603  0.334
20 H -1.4008 -2.9273 -0.5282  0.505
21 H 1.8246 -2.3843 -0.4901  0.463
22 H 0.7392 -1.9934 0.8933  0.325
23 H 1.7238 -0.6951 0.1432  0.151
24 H 1.0818 -1.9622 -2.7868  0.520
25 H 1.3307 -0.2407 -2.4665  0.327
26 H -0.2027 -0.7919 -3.1281  0.332
27 I -2.8435 3.5762 1.6870  0.507

Its net charge is +4. The expectation value of S² is 24.802. The calculation puts the HOMO energy (spin up / spin down) at -22.59 / -24.30 eV. For the energy relative to the best compared isomer or geometry (same formula, charge and spin), the calculation gives 18.2 kcal per mole. The calculation puts the HOMO-LUMO gap (spin up / spin down) at 6.4 / 5.7 eV. As for the largest force on an atom: 10.29 eV/A. Its multiplicity is 10. The value obtained for the LUMO energy (spin up / spin down) is -16.1 / -18.6 eV.


(3)
This record from the OMol25 dataset describes an isolated molecule of C8H9F. The level of theory is the ωB97M-V functional and the def2-TZVPD basis.

Each line ends with the Mulliken charge.
Atoms and positions in Å:
1 C -2.4253 -0.5644 -0.6061  -1.589
2 C -0.9867 -0.2943 -0.2807  1.011
3 C 0.0658 -0.9403 -0.8227  -0.727
4 C 1.4167 -0.4132 -0.5543  -0.412
5 C 1.7649 -0.4682 0.9073  0.060
6 F 2.9922 -0.8086 1.5449  -0.328
7 C 1.5473 0.8484 0.2612  -0.186
8 C 0.3226 1.6331 0.5936  -0.848
9 C -0.8367 1.0024 0.3857  -0.434
10 H -2.6414 -1.6828 -0.3775  0.277
11 H -2.4662 -0.5551 -1.6712  0.343
12 H -3.0119 0.1207 -0.2007  0.477
13 H 0.1091 -1.8128 -1.3866  0.459
14 H 2.2342 -0.6865 -1.2297  0.437
15 H 0.8805 -0.7525 1.5800  0.303
16 H 2.5224 1.2769 0.1579  0.493
17 H 0.3024 2.5517 1.0156  0.559
18 H -1.7898 1.5455 0.6835  0.107

The calculation puts the HOMO energy at -8.14 eV. The SMILES is CC1=C[C@@H]2[C@@H](F)[C@@H]2C=C1. For the energy relative to the best compared isomer or geometry (same formula, charge and spin), the calculation gives 0.0 kcal per mole. The calculation puts the HOMO-LUMO gap at 8.9 eV. As for the largest force on an atom: 6.82 eV/A. The value obtained for the LUMO energy is 0.7 eV.


(4)
This record from the OMol25 dataset describes an isolated molecule of C8H9F5O6S. The level of theory is the ωB97M-V functional and the def2-TZVPD basis.

Each line ends with the Mulliken charge.
Atoms and positions in Å:
1 C 3.0553 0.5555 0.7962  -1.640
2 C 2.0941 -0.3840 0.1169  0.010
3 O 1.8810 -1.5552 0.9634  -0.367
4 C 0.6024 -1.9733 0.8037  0.162
5 O 0.2486 -3.1062 0.7838  -0.518
6 C -0.2094 -0.6828 0.6920  -0.191
7 S -1.9512 -0.9389 0.4024  1.217
8 O -2.5643 -1.2802 1.6472  -0.664
9 O -2.1200 -1.7093 -0.7872  -0.616
10 C -2.7201 0.7256 0.0231  0.582
11 F -4.0023 0.4361 -0.1348  -0.242
12 F -2.2512 1.2030 -1.1239  -0.251
13 C -2.5885 1.8237 1.1301  0.694
14 F -3.6563 1.8278 1.9158  -0.243
15 F -1.4993 1.6098 1.8865  -0.226
16 F -2.4539 3.0222 0.5631  -0.256
17 C 0.6829 0.2092 -0.1929  0.723
18 C 0.3746 0.2314 -1.7260  -1.373
19 O 1.5056 -0.0116 -2.5380  -0.287
20 O 1.4844 -1.3625 -3.0115  -0.344
21 H 3.1897 1.4530 0.1917  0.396
22 H 2.6969 0.8236 1.7921  0.356
23 H 4.0268 0.0734 0.9044  0.398
24 H 2.5562 -0.7840 -0.7816  0.275
25 H -0.1787 -0.2775 1.7056  0.368
26 H 0.6539 1.2287 0.1898  0.688
27 H -0.4145 -0.4745 -1.9927  0.716
28 H 0.0240 1.2221 -2.0109  0.296
29 H 1.5336 -1.9051 -2.2083  0.336

The calculation puts the HOMO energy at -10.86 eV. The SMILES is C[C@H]1OC(=O)[C@H](S(=O)(=O)C(F)(F)C(F)(F)F)[C@@H]1COO. The calculation puts the HOMO-LUMO gap at 11.2 eV. As for the largest force on an atom: 0.64 eV/A. The value obtained for the LUMO energy is 0.3 eV.


(5)
This record from the OMol25 dataset describes a structure of composition C8H9FI2O. The level of theory is the ωB97M-V functional and the def2-TZVPD basis.

Each line ends with the Mulliken charge.
Atoms and positions in Å:
1 C -0.4102 -1.9934 -0.0470  -0.712
2 C -1.2071 -1.9269 -1.2062  -0.599
3 C -0.3391 -0.6918 0.3876  0.339
4 C -1.5085 -0.6332 -1.3980  -0.055
5 C 2.4080 1.4322 1.8946  -1.279
6 C 0.5733 -0.2003 1.4374  -0.644
7 C 1.4094 0.8923 0.8290  -0.336
8 C -2.4074 0.2536 -2.5395  -0.008
9 O -1.0208 0.1349 -0.3682  -0.220
10 F -2.5655 -0.5722 -3.5496  -0.212
11 I -1.0725 1.9076 -3.1238  0.083
12 I -4.2644 0.7643 -1.6345  0.129
13 H 0.0465 -2.7304 0.3951  0.710
14 H -1.4735 -2.7631 -1.8589  0.431
15 H 2.0117 2.0065 2.7015  0.351
16 H 2.9507 0.6338 2.3026  0.375
17 H 3.0358 2.1036 1.2930  0.330
18 H -0.0124 0.1550 2.3994  0.247
19 H 1.2533 -0.8728 1.8203  0.429
20 H 1.8852 0.5358 -0.1958  0.250
21 H 0.7074 1.5646 0.4610  0.390

The calculation puts the HOMO energy at -8.46 eV. For the energy relative to the best compared isomer or geometry (same formula, charge and spin), the calculation gives 8.7 kcal per mole. The calculation puts the HOMO-LUMO gap at 7.9 eV. As for the largest force on an atom: 5.91 eV/A. The value obtained for the LUMO energy is -0.5 eV.


(6)
This record from the OMol25 dataset describes an isolated molecule of C8H9IO4. The level of theory is the ωB97M-V functional and the def2-TZVPD basis.

Each line ends with the Mulliken charge.
Atoms and positions in Å:
1 C 0.5153 1.2009 2.3892  -0.134
2 C -0.1950 1.7959 1.3667  -0.349
3 C 0.1604 -0.0626 2.8600  0.029
4 C -0.9096 -0.8131 2.1911  0.222
5 C -0.9888 -1.1910 0.8125  0.180
6 C -0.0609 -0.4997 -0.2065  0.178
7 C -1.6429 0.9094 -1.2046  -0.825
8 C 2.2591 -0.3741 -0.8288  -0.687
9 O 0.6390 -0.6551 3.8016  -0.615
10 O -1.9451 -0.3789 1.3880  -0.430
11 O -0.3774 0.3299 -1.1959  -0.315
12 O 1.1465 -0.9819 -0.1211  -0.336
13 I 0.3436 3.7133 0.6506  0.117
14 H 1.2707 1.5598 3.0653  0.428
15 H -1.1759 -1.6138 2.9415  0.385
16 H -1.3232 -2.2116 0.5260  0.440
17 H -1.5008 1.5870 -2.1886  0.207
18 H -2.0399 1.4886 -0.3985  0.383
19 H -2.4746 0.2108 -1.4451  0.316
20 H 2.8082 -1.2376 -1.1308  0.282
21 H 2.9017 0.3001 -0.1793  0.218
22 H 1.9225 0.1835 -1.7424  0.307

The expectation value of S² is 2.015. The calculation puts the HOMO energy (spin up / spin down) at -5.70 / -9.54 eV. The calculation puts the HOMO-LUMO gap (spin up / spin down) at 5.3 / 7.5 eV. As for the largest force on an atom: 4.97 eV/A. Its multiplicity is 3. The value obtained for the LUMO energy (spin up / spin down) is -0.4 / -2.1 eV.